(1)
Below is a gas-phase ion, C11H22N3O2 (charge +1), with properties calculated with the ωB97M-V functional and the def2-TZVPD basis.

Its HOMO energy is -12.1434 eV. As for the energy relative to the best compared isomer or geometry (same formula, charge and spin): 20.1 kcal per mole. The total charge is +1.

Atoms and positions in Å:
C (-3.837, 0.587, -3.167)
C (-3.508, -0.816, -3.601)
O (-4.057, -1.309, -4.579)
O (-2.642, -1.580, -2.872)
C (-1.609, -0.910, -2.157)
C (-0.590, -1.907, -1.677)
C (0.361, -1.226, -0.680)
C (0.123, -1.677, 0.779)
C (1.434, -1.852, 1.562)
C (1.869, -0.590, 2.330)
N (1.619, 0.682, 1.625)
C (2.704, 1.284, 0.822)
C (2.386, 2.790, 0.961)
N (1.262, 2.865, 1.881)
C (0.869, 1.608, 2.172)
N (-0.230, 1.307, 2.917)
H (-3.075, 1.088, -2.585)
H (-4.757, 0.613, -2.602)
H (-3.997, 1.164, -4.063)
H (-2.041, -0.407, -1.293)
H (-1.143, -0.158, -2.783)
H (-0.036, -2.309, -2.514)
H (-1.112, -2.734, -1.216)
H (0.144, -0.161, -0.723)
H (1.393, -1.344, -0.979)
H (-0.495, -0.945, 1.276)
H (-0.417, -2.610, 0.789)
H (2.206, -2.164, 0.876)
H (1.278, -2.614, 2.312)
H (2.926, -0.670, 2.534)
H (1.331, -0.592, 3.260)
H (3.693, 1.013, 1.143)
H (2.448, 1.018, -0.192)
H (2.251, 3.277, 0.009)
H (3.205, 3.352, 1.403)
H (1.395, 3.444, 2.695)
H (-0.276, 1.390, 3.913)
H (-1.073, 1.095, 2.422)

---

(2)
Below is 2 unconnected molecules or ions with the total composition C11H22NO5, with properties calculated with the ωB97M-V functional and the def2-TZVPD basis.

Its HOMO energy is -2.7483 eV. As for the energy relative to the best compared isomer or geometry (same formula, charge and spin): 0.0 kcal per mole. The total charge is -1.

Atoms and positions in Å:
C (-0.014, 2.048, -1.667)
O (0.646, 1.088, -2.478)
C (0.527, -0.216, -1.935)
C (-0.898, -0.778, -2.102)
C (-1.645, -1.051, -0.800)
C (-1.298, -2.362, -0.126)
O (0.104, -2.463, 0.244)
C (0.444, -1.899, 1.390)
O (-0.272, -1.593, 2.304)
O (1.781, -1.746, 1.391)
C (2.296, -1.033, 2.516)
C (3.744, -0.725, 2.225)
C (4.581, -1.858, 1.675)
N (4.174, 0.444, 2.474)
H (-1.106, 1.913, -1.683)
H (0.332, 1.979, -0.623)
H (0.252, 3.038, -2.049)
H (1.285, -0.834, -2.428)
H (0.790, -0.183, -0.866)
H (-0.881, -1.689, -2.718)
H (-1.471, -0.017, -2.640)
H (-1.564, -0.195, -0.125)
H (-2.715, -1.105, -1.031)
H (-1.449, -3.192, -0.823)
H (-1.922, -2.537, 0.753)
H (2.236, -1.660, 3.415)
H (1.739, -0.112, 2.690)
H (4.735, -1.720, 0.601)
H (4.098, -2.827, 1.812)
H (5.562, -1.869, 2.158)
H (5.173, 0.508, 2.272)
C (-3.266, 3.325, -0.037)
C (-4.047, 2.327, -0.923)
O (-3.361, 1.211, -1.229)
H (-2.353, 3.647, -0.547)
H (-3.861, 4.221, 0.196)
H (-2.982, 2.846, 0.905)
H (-4.384, 2.927, -1.816)
H (-5.011, 2.139, -0.373)

---

(3)
Below is C11H22NO6P in the gas phase, with properties calculated with the ωB97M-V functional and the def2-TZVPD basis.

Its HOMO energy is -9.6178 eV.

Atoms and positions in Å:
C (3.188, -3.515, 0.943)
C (2.740, -2.427, 0.003)
O (1.571, -2.074, -0.059)
O (3.703, -1.888, -0.798)
C (3.828, -0.460, -0.674)
C (3.166, 0.259, -1.854)
C (2.553, 1.616, -1.502)
C (1.296, 1.544, -0.608)
C (1.568, 1.868, 0.853)
C (0.369, 1.672, 1.790)
O (-0.860, 2.025, 1.098)
P (-1.869, 0.837, 0.894)
O (-1.344, -0.381, 0.295)
O (-2.525, 0.467, 2.308)
O (-3.016, 1.531, 0.019)
N (-3.477, 0.667, -1.052)
C (-4.397, -0.128, -0.659)
C (-5.363, 0.128, 0.450)
C (-4.507, -1.401, -1.458)
H (2.296, -3.903, 1.419)
H (3.875, -3.130, 1.693)
H (3.693, -4.307, 0.394)
H (4.884, -0.206, -0.639)
H (3.407, -0.162, 0.283)
H (3.955, 0.435, -2.586)
H (2.406, -0.391, -2.273)
H (3.292, 2.316, -1.108)
H (2.215, 2.049, -2.444)
H (0.597, 2.289, -0.983)
H (0.801, 0.585, -0.748)
H (1.894, 2.906, 0.920)
H (2.384, 1.281, 1.275)
H (0.341, 0.684, 2.239)
H (0.471, 2.410, 2.582)
H (-2.753, 1.267, 2.796)
H (-5.474, -0.758, 1.073)
H (-5.073, 0.942, 1.103)
H (-6.332, 0.379, 0.023)
H (-5.261, -2.069, -1.061)
H (-3.514, -1.838, -1.457)
H (-4.724, -1.118, -2.487)

---

(4)
Below is 2 unconnected molecules or ions with the total composition C11H22NOS, with properties calculated with the ωB97M-V functional and the def2-TZVPD basis.

Its HOMO energy (spin up / spin down) is -9.2298 / -12.5161 eV. The spin multiplicity is 3. As for the energy relative to the best compared isomer or geometry (same formula, charge and spin): 40.5 kcal per mole. The total charge is +1.

Atoms and positions in Å:
C (2.322, 1.844, 0.609)
C (0.956, 1.966, -0.038)
C (-3.066, 0.842, -1.336)
C (-3.777, 0.919, 0.036)
C (-1.550, -0.165, 0.042)
C (3.489, 1.563, -0.329)
C (0.995, -2.360, 1.635)
C (0.306, -2.403, -1.716)
C (-0.173, 1.744, 0.598)
C (-0.353, -1.560, 1.551)
C (0.519, -1.042, -0.925)
N (-0.549, -1.046, 0.174)
O (-1.760, 0.364, -1.133)
S (-2.743, -0.085, 1.192)
H (2.500, 2.852, 1.082)
H (0.838, 2.185, -1.073)
H (-3.695, 0.238, -1.950)
H (-2.951, 1.804, -1.963)
H (-3.945, 2.068, 0.386)
H (-4.756, 0.497, -0.084)
H (4.367, 1.210, 0.104)
H (3.794, 2.258, -1.002)
H (3.095, 0.738, -0.857)
H (1.130, -2.657, 2.641)
H (0.855, -3.177, 1.052)
H (1.879, -1.782, 1.502)
H (-0.656, -2.694, -1.405)
H (0.391, -2.056, -2.764)
H (0.990, -3.179, -1.436)
H (-1.070, 1.944, 0.161)
H (-0.097, 1.748, 1.652)
H (-0.260, -0.640, 2.223)
H (-1.209, -2.200, 1.723)
H (0.237, -0.166, -1.530)
H (1.511, -0.833, -0.337)
H (2.436, 1.261, 1.519)

---

(5)
Below is 2 unconnected molecules or ions with the total composition C11H22NSi, with properties calculated with the ωB97M-V functional and the def2-TZVPD basis.

Its HOMO energy is -12.8868 eV. As for the energy relative to the best compared isomer or geometry (same formula, charge and spin): 10.8 kcal per mole. The total charge is +1.

Atoms and positions in Å:
C (-0.006, 2.840, -0.106)
C (1.024, 2.929, 0.961)
C (0.124, 1.427, -0.593)
C (1.696, 1.706, 1.138)
C (1.190, 0.847, 0.137)
C (-2.517, -1.175, -0.868)
C (-4.101, -0.545, 0.957)
C (3.799, -0.418, -0.466)
C (1.189, -1.848, -1.714)
C (1.845, -2.018, 1.334)
C (-3.023, -0.126, 0.057)
N (-2.382, 0.905, 0.173)
Si (1.968, -0.852, -0.253)
H (0.247, 3.583, -0.919)
H (0.999, 3.847, 1.634)
H (-0.147, 1.056, -1.499)
H (2.414, 1.395, 1.741)
H (-3.055, -2.151, -0.704)
H (-2.832, -1.018, -1.942)
H (-1.392, -1.196, -0.855)
H (-4.314, 0.218, 1.760)
H (-4.095, -1.458, 1.515)
H (-5.110, -0.437, 0.537)
H (4.489, -1.176, -0.069)
H (4.142, -0.222, -1.514)
H (3.916, 0.667, 0.019)
H (1.112, -1.057, -2.485)
H (1.970, -2.605, -2.068)
H (0.096, -2.269, -1.580)
H (1.300, -1.497, 2.190)
H (1.248, -2.958, 1.074)
H (2.911, -2.292, 1.598)
H (-0.923, 3.098, 0.267)
H (-2.776, 1.723, 0.675)
H (-1.004, 1.077, -0.133)

---

(6)
Below is a molecular structure, C11H23AuINO2P2, with properties calculated with the ωB97M-V functional and the def2-TZVPD basis.

Its HOMO energy (spin up / spin down) is -15.1397 / -15.9602 eV. The spin multiplicity is 3. As for the energy relative to the best compared isomer or geometry (same formula, charge and spin): 0.0 kcal per mole. The total charge is +2.

Atoms and positions in Å:
Au (0.185, -0.219, -0.189)
P (-1.001, 0.365, 1.794)
C (-1.060, 2.134, 1.691)
C (-0.258, 2.843, 0.757)
N (0.510, 2.120, -0.129)
C (1.407, 2.669, -0.939)
C (1.727, 4.032, -0.851)
C (0.914, 4.828, -0.059)
C (-0.134, 4.268, 0.669)
C (2.234, 1.727, -1.831)
P (1.363, 0.189, -2.241)
H (-0.771, 4.895, 1.304)
H (2.544, 4.436, -1.453)
H (1.064, 5.899, -0.066)
H (2.595, 2.208, -2.749)
H (3.089, 1.418, -1.218)
H (-5.433, 2.344, -0.780)
H (-1.910, 2.697, 2.083)
H (-2.159, -0.633, -3.271)
O (-4.878, 3.028, -1.118)
H (-5.136, 2.988, -2.043)
H (-0.319, -1.818, 0.079)
O (-3.101, -0.712, -3.067)
H (-3.160, -0.373, -2.163)
C (0.369, 0.674, -3.688)
H (0.968, 1.122, -4.494)
H (-0.185, -0.194, -4.082)
H (-0.355, 1.432, -3.358)
C (2.528, -1.125, -2.758)
H (2.006, -2.094, -2.725)
H (2.952, -0.978, -3.764)
H (3.353, -1.191, -2.033)
C (0.078, 0.007, 3.244)
H (-0.410, 0.275, 4.189)
H (0.411, -1.039, 3.278)
H (0.972, 0.633, 3.140)
C (-2.620, -0.470, 2.095)
H (-2.548, -1.573, 1.985)
H (-3.021, -0.208, 3.099)
H (-3.363, -0.145, 1.338)
I (-0.074, -3.571, -0.185)

---

(7)
Below is 6 unconnected molecules or ions with the total composition C11H23Br10NO2, with properties calculated with the ωB97M-V functional and the def2-TZVPD basis.

Its HOMO energy is -10.0559 eV. As for the energy relative to the best compared isomer or geometry (same formula, charge and spin): 31.1 kcal per mole.

Atoms and positions in Å:
C (-3.129, -2.903, -1.524)
N (-4.164, -3.111, -2.563)
O (-4.120, -2.341, -3.483)
O (-5.106, -3.941, -2.383)
H (-3.652, -2.420, -0.699)
H (-2.345, -2.235, -1.881)
H (-2.530, -3.750, -1.191)
Br (4.095, -4.873, -0.108)
C (4.636, -2.990, 0.255)
C (3.426, -2.142, 0.527)
Br (4.257, -0.360, 0.875)
H (5.144, -2.616, -0.634)
H (5.234, -3.016, 1.166)
H (2.843, -2.457, 1.392)
H (2.649, -2.029, -0.228)
Br (-2.095, 4.070, -2.055)
C (-1.442, 4.645, -0.261)
C (0.041, 4.404, -0.231)
Br (0.763, 5.133, 1.431)
H (-1.977, 4.175, 0.565)
H (-1.769, 5.682, -0.184)
H (0.530, 4.837, -1.103)
H (0.294, 3.344, -0.219)
Br (-1.712, 0.314, -3.919)
C (0.005, 1.295, -3.702)
C (0.966, 0.543, -4.687)
Br (0.465, 1.089, -6.562)
H (0.328, 1.195, -2.666)
H (-0.116, 2.346, -3.964)
H (1.119, -0.537, -4.697)
H (1.948, 0.897, -4.374)
Br (1.549, -0.694, 3.316)
C (1.338, -1.164, 5.221)
C (-0.163, -0.926, 5.496)
Br (-0.720, -1.646, 7.239)
H (2.000, -0.577, 5.858)
H (1.607, -2.195, 5.451)
H (-0.826, -1.416, 4.783)
H (-0.538, 0.098, 5.492)
Br (-2.861, 1.759, 1.783)
C (-1.064, 1.034, 1.242)
C (-1.161, 0.492, -0.165)
Br (0.549, -0.350, -0.675)
H (-0.600, 0.295, 1.895)
H (-0.385, 1.887, 1.244)
H (-1.329, 1.375, -0.780)
H (-1.980, -0.216, -0.292)

---

(8)
Below is a molecular structure, C11H23ClI2NP2Rh, with properties calculated with the ωB97M-V functional and the def2-TZVPD basis.

Its HOMO energy (spin up / spin down) is -13.8149 / -15.2441 eV. The spin multiplicity is 5. The total charge is +2.

Atoms and positions in Å:
I (0.115, 2.532, -2.048)
I (-0.068, -2.659, -1.893)
Rh (-0.024, 0.000, 0.094)
P (-2.327, -0.006, -0.981)
C (-3.333, 0.114, 0.486)
C (-3.041, 1.303, -2.048)
H (-4.127, 1.140, -2.234)
H (-4.036, -1.409, -2.067)
H (-2.534, 1.406, -3.012)
H (-2.410, -1.652, -2.813)
H (-2.979, 0.999, 1.034)
H (-2.956, 2.290, -1.574)
C (-2.943, -1.480, -1.870)
H (-4.401, 0.237, 0.194)
H (-2.779, -2.388, -1.269)
H (-3.120, -0.819, 1.036)
P (2.322, -0.043, -0.977)
C (3.338, -0.047, 0.491)
C (3.047, -1.437, -1.929)
H (2.404, 1.443, -2.944)
H (4.035, 1.255, -2.190)
H (2.787, 2.301, -1.466)
C (2.944, 1.347, -1.994)
H (2.546, -1.620, -2.884)
H (4.134, -1.294, -2.122)
H (4.405, -0.197, 0.206)
H (2.987, -0.885, 1.111)
H (2.959, -2.383, -1.378)
H (3.123, 0.928, 0.963)
Cl (0.001, -0.072, -2.374)
C (-0.004, 0.136, 4.524)
C (0.657, 1.117, 3.785)
C (0.440, 1.177, 2.350)
N (-0.017, 0.046, 1.805)
C (-0.455, -1.039, 2.420)
C (-0.673, -0.901, 3.847)
H (-0.002, 0.172, 5.631)
H (1.096, 1.986, 4.229)
H (0.907, 1.881, 1.699)
H (-0.922, -1.768, 1.820)
H (-1.099, -1.714, 4.341)